The following is a DFT calculation (ωB97M-V/def2-TZVPD) of a molecular structure, C14H12F2N2OPd in a non-equilibrium geometry.

Values from the calculation:
E_HOMO (spin up / spin down): -6.962 / -6.953 eV
relative energy (zero: lowest compared OMol25 entry of this formula, charge and spin): 45.2 kcal/mol
E_tot: -1053.00756 a.u.

```
32
Properties=species:S:1:pos:R:3:forces:R:3
Pd 0.33091 -0.54885 -0.58249 -0.7 0.8 -0.8
N 0.83710 -4.30460 -2.74726 0.0 -0.1 0.0
C 0.81783 -3.18798 -1.99471 0.0 0.1 0.3
O -0.22105 -2.54579 -1.84226 0.1 0.2 -0.5
C 2.11073 -2.76857 -1.32200 0.1 -0.2 -0.2
C 2.18973 -1.25691 -1.29220 -0.1 -0.4 1.8
H -0.01302 -4.60873 -3.18942 0.0 0.0 0.0
H 1.68254 -4.82577 -2.88504 0.0 0.0 0.0
H 2.96644 -3.26125 -1.80689 -0.1 0.0 -0.1
H 2.06331 -3.15828 -0.29965 0.0 0.0 -0.1
H 2.20294 -0.84538 -2.30932 -0.2 0.2 0.1
H 3.04102 -0.89169 -0.72133 0.1 -0.1 -0.2
F 0.77793 -1.04492 4.71944 0.0 0.0 0.0
C 0.32042 -0.31739 3.68319 -0.1 0.0 0.1
C 0.57093 -0.74870 2.39701 0.0 -0.1 0.0
C 0.10717 0.00278 1.32633 1.4 0.1 -0.6
C -0.62690 1.18839 1.55546 -0.2 0.1 -0.2
C -0.83080 1.56461 2.88060 0.0 -0.1 0.0
F -1.51167 2.69666 3.17372 0.0 0.0 0.0
C -0.37302 0.84283 3.96297 0.0 0.0 -0.1
C -1.13056 1.94354 0.37929 0.3 0.0 0.2
C -1.87637 3.12341 0.40795 0.1 0.0 0.0
C -2.25015 3.71357 -0.78559 0.0 0.0 0.0
C -1.87585 3.13674 -1.99036 0.1 0.0 0.1
C -1.14217 1.96763 -1.93795 0.0 0.0 0.0
N -0.79158 1.38957 -0.79476 -0.7 -0.5 0.2
H 1.13041 -1.66303 2.25153 0.1 0.1 0.0
H -0.55821 1.17271 4.97340 0.0 0.0 0.0
H -2.15262 3.57251 1.34588 0.0 0.0 0.0
H -2.82799 4.62840 -0.77130 0.0 0.0 0.0
H -2.14693 3.57057 -2.94153 0.0 0.0 0.0
H -0.82055 1.46390 -2.84270 -0.1 0.0 0.0
```
Forces are in eV/Å.